27
Properties=species:S:1:pos:R:3:forces:R:3:nbo_charge:R:1 method="wB97M-V/def2-TZVPD" orbital_gap_ev="4.47 / 4.92" energy_ha=-1637.82584 e_homo_ev="-4.70 / -4.97" e_above_lowest_kj_mol=0.0 e_lumo_ev="-0.225 / -0.050"
C -0.40648 0.16698 -2.17834 1.51 1.23 -0.21 -0.389
C -1.19771 1.23112 -1.64251 1.19 -0.33 0.02 -0.348
C -0.31833 2.24358 -1.13499 0.38 -0.92 0.01 -0.331
C 1.03736 1.83382 -1.37712 -0.84 -0.78 -0.04 -0.333
C 1.01976 0.54847 -2.00550 -1.92 0.35 -0.57 -0.417
Sc 0.15341 -0.00445 0.12870 -0.36 0.59 0.22 1.145
P -0.06856 -2.59807 0.35801 0.14 -0.22 0.06 -0.004
H -0.75940 -0.69877 -2.72806 0.04 0.16 0.17 0.240
H -2.28360 1.26086 -1.63500 0.22 0.03 0.05 0.234
H -0.62583 3.15964 -0.64261 0.08 -0.16 -0.12 0.238
H 1.86688 -0.00803 -2.39173 -0.15 0.12 0.09 0.242
H 1.93359 2.38525 -1.10649 -0.24 -0.05 -0.05 0.236
H 1.02873 -3.39446 -0.09998 -0.49 0.09 0.20 0.032
H -1.13565 -3.34082 -0.23526 0.40 0.09 0.22 0.031
H -0.15931 -3.10601 1.69063 -0.05 -0.20 -0.23 -0.004
N 2.91448 -0.08859 5.99900 -2.56 0.11 -1.92 -0.319
C 1.97358 -0.04637 5.29223 2.24 -0.09 1.64 0.284
C 0.82159 0.00562 4.42014 0.69 -0.06 -0.67 -0.179
C -0.47680 0.02476 4.94276 -0.44 0.02 1.04 -0.279
C -1.56346 0.07149 4.07646 -0.01 -0.04 -0.82 -0.199
C -1.33463 0.11268 2.70585 -0.73 -0.22 1.37 -0.080
N -0.07053 0.08170 2.21737 1.01 0.21 -1.80 -0.628
C 1.00741 0.03308 3.04315 -0.29 -0.12 1.06 -0.007
H -0.61648 0.00278 6.02367 0.01 0.02 -0.35 0.227
H -2.58660 0.07580 4.44495 0.23 0.03 0.01 0.223
H -2.14659 0.15867 1.97039 0.23 0.06 0.31 0.188
H 1.99678 0.00829 2.57196 -0.31 0.07 0.31 0.198

27
Properties=species:S:1:pos:R:3:forces:R:3:nbo_charge:R:1 method="wB97M-V/def2-TZVPD" orbital_gap_ev=7.90 energy_ha=-1332.08389 e_homo_ev=-7.70 e_above_lowest_kj_mol=350.4 e_lumo_ev=0.197
C -0.66109 -1.38887 -0.77817 -1.73 2.82 1.45 -0.150
C 0.33503 1.41260 0.01298 -0.36 1.60 0.72 -0.175
C 0.13559 -0.61303 -1.52449 -0.33 0.28 1.87 0.001
C 0.60927 0.75316 -1.10069 -0.23 -0.84 0.86 -0.220
C 1.51810 -0.19489 -3.20914 0.39 1.86 1.17 0.224
C 0.02240 -0.26853 3.02727 -0.80 -1.83 -0.67 0.218
C -0.47114 0.98006 1.20916 -2.02 -0.63 -0.66 -0.156
C -1.56702 -0.13896 1.03217 2.71 -0.70 -3.00 -0.060
C 2.30218 -0.19581 -4.44648 -0.29 0.33 -0.08 -0.675
C 0.74087 -0.88797 4.19553 -2.94 -1.95 -1.83 -0.656
C -2.86335 0.41598 0.54906 1.20 0.96 0.78 -0.672
N 0.70079 -0.99876 -2.71714 -0.29 -1.46 -1.40 -0.447
N 0.42590 0.59756 2.23673 1.22 1.16 0.80 -0.429
S 1.75454 1.33494 -2.23250 0.44 -0.15 -0.99 0.240
S -1.54693 -1.04380 2.50161 0.02 -0.38 0.68 0.239
H -1.34138 -2.10306 -1.22429 0.42 -0.64 0.33 0.197
H 0.77069 2.42613 0.19454 -0.17 -1.01 -0.36 0.215
H -1.16586 1.80065 1.56838 1.18 -0.13 -0.15 0.206
H 1.91230 -0.94327 -5.11382 0.05 -0.23 -0.46 0.240
H 3.34780 -0.37204 -4.20835 0.14 0.01 -0.15 0.243
H 2.16885 0.82862 -4.82955 0.35 -0.52 -0.39 0.236
H 1.76049 -0.84095 3.98613 1.70 -0.05 0.25 0.246
H 0.29494 -1.93337 4.34022 1.16 1.22 -0.33 0.226
H 0.36886 -0.35963 5.00016 0.02 1.27 2.21 0.233
H -2.74006 1.19989 -0.19894 0.08 -0.14 0.02 0.230
H -3.24782 0.81557 1.47342 -0.61 0.80 0.23 0.218
H -3.56396 -0.28222 0.25621 -1.30 -1.64 -0.91 0.227

27
Properties=species:S:1:pos:R:3:forces:R:3:nbo_charge:R:1 method="wB97M-V/def2-TZVPD" smiles=COc1cc(N)cn[n+]1-c1ccccc1 orbital_gap_ev=8.35 energy_ha=-665.59849 e_homo_ev=-12.66 e_above_lowest_kj_mol=12.7 charge=+1 e_lumo_ev=-4.309
C 1.32268 1.14840 2.00682 0.55 1.26 0.80 -0.261
O 0.19004 0.29464 1.99007 -1.28 -0.82 -2.09 -0.488
C -0.63163 0.53411 0.90258 -0.74 1.37 2.10 0.579
C -1.68976 1.43120 1.11712 1.19 -0.81 0.41 -0.279
C -2.46004 1.79187 0.04376 -2.17 1.90 1.66 0.202
N -3.43844 2.73984 0.18756 -1.08 -0.28 1.03 -0.741
C -2.27803 1.20827 -1.18103 2.88 -2.23 -0.74 0.002
N -1.29191 0.32330 -1.35522 -0.82 0.37 0.27 -0.114
N -0.48843 -0.01790 -0.31469 -1.15 0.87 0.14 -0.174
C 0.50187 -0.99021 -0.57273 1.96 -1.84 -0.63 0.141
C 1.26089 -0.84198 -1.74527 0.05 0.14 0.39 -0.208
C 2.30641 -1.70971 -2.04404 -0.51 -0.01 0.67 -0.194
C 2.55499 -2.78612 -1.19068 -0.17 0.19 -0.13 -0.168
C 1.76455 -3.01678 -0.06801 -0.51 1.54 -0.38 -0.194
C 0.75710 -2.08422 0.28631 0.11 -0.28 -0.54 -0.213
H 1.80368 1.22607 1.05091 0.18 -0.09 -0.62 0.190
H 1.04406 2.15880 2.35728 -0.07 -0.35 -0.26 0.190
H 2.04073 0.76853 2.72083 -0.05 -0.37 0.10 0.226
H -1.89037 1.82827 2.12073 0.37 -0.21 -0.52 0.262
H -3.76084 2.91850 1.17189 0.51 -0.11 -1.60 0.412
H -4.21703 2.73095 -0.48913 0.78 0.12 0.56 0.411
H -2.90463 1.46418 -2.01103 0.03 -0.18 -0.55 0.241
H 1.05952 0.00628 -2.38243 -0.04 0.02 -0.11 0.232
H 2.92188 -1.52952 -2.91325 -0.02 -0.05 -0.03 0.238
H 3.38225 -3.44436 -1.40432 0.01 -0.17 -0.05 0.232
H 1.96183 -3.88687 0.52341 -0.09 -0.18 0.41 0.237
H 0.17867 -2.26552 1.19255 0.07 0.21 -0.29 0.238

25
Properties=species:S:1:pos:R:3:forces:R:3:nbo_charge:R:1 method="wB97M-V/def2-TZVPD" orbital_gap_ev="8.12 / 6.34" energy_ha=-555.87596 e_homo_ev="-12.70 / -12.68" e_above_lowest_kj_mol=686.9 charge=+1 e_lumo_ev="-4.578 / -6.336"
C -3.00517 -0.84337 -0.15954 -1.37 -2.00 0.18 -0.136
C -3.41479 0.44808 -0.00723 1.96 2.13 -0.02 -0.173
C -1.70600 -1.24602 -0.16631 -0.39 1.39 -0.14 -0.203
C -2.46175 1.40913 0.03785 0.77 -2.45 -0.63 -0.187
C -0.67513 -0.29761 -0.16394 1.48 0.09 -0.52 0.153
C -1.07629 1.05737 -0.05540 -1.02 0.40 0.71 0.354
C 1.33597 2.28367 0.11662 -3.49 0.49 1.52 0.284
C 2.89464 0.21102 0.22643 -1.34 0.60 0.69 -0.342
C 2.20052 1.35156 -0.49558 0.99 -0.11 -1.77 -0.400
C 1.82071 -0.06031 -0.70798 -1.63 -1.05 1.18 -0.037
C 0.70386 -2.03894 0.41763 3.67 -3.67 -1.92 -0.428
N 0.66449 -0.71947 -0.08874 -2.52 1.95 -1.01 -0.319
O -0.33995 2.02319 0.38480 5.92 1.97 -0.79 -0.419
H -3.86876 -1.49381 -0.19244 0.53 -0.95 -0.12 0.239
H -4.38205 0.79464 0.15705 -1.78 -0.15 -0.02 0.238
H -1.42325 -2.24223 -0.16971 -0.29 -1.51 -0.22 0.221
H -2.78500 2.35920 0.21991 -0.09 2.67 0.37 0.237
H 1.64624 3.11481 0.77960 -0.90 -0.60 -0.51 0.229
H 3.84092 -0.01979 -0.09415 2.24 -0.39 -0.11 0.239
H 2.52178 0.02342 1.18450 0.41 -0.05 1.68 0.234
H 2.95339 1.66038 -1.33604 -1.89 0.29 1.44 0.301
H 2.21529 -0.42129 -1.58681 -0.20 -1.29 -2.24 0.234
H 0.12086 -2.86936 -0.17490 1.57 1.71 0.77 0.220
H 1.81043 -2.36625 0.46366 -1.68 0.34 -0.34 0.233
H 0.40906 -2.11801 1.41071 -0.98 0.20 1.82 0.224

27
Properties=species:S:1:pos:R:3:forces:R:3:nbo_charge:R:1 method="wB97M-V/def2-TZVPD" orbital_gap_ev=7.47 energy_ha=-1029.74702 e_homo_ev=-4.43 e_above_lowest_kj_mol=166.8 charge=-1 e_lumo_ev=3.037
C -0.45467 0.13121 -3.64237 0.41 -0.18 -0.38 -0.231
C 0.81224 0.10413 -3.05390 -2.15 -0.13 1.81 -0.224
C -1.60632 0.26041 -2.82730 2.94 0.29 -1.01 -0.228
C 0.90835 0.10430 -1.63653 0.41 0.23 0.01 -0.171
C -1.54068 0.48542 -1.48716 1.33 -0.85 0.62 -0.191
C -0.26613 0.31417 -0.85939 -0.13 0.31 -1.16 -0.089
C 0.76703 1.83864 0.85453 -1.28 -0.15 -0.06 0.741
C -0.33108 -0.43099 2.84995 -0.20 -2.09 -1.47 -0.419
C -1.07716 0.01038 1.58810 -2.38 1.64 -1.34 -0.476
C 1.17015 -0.63124 2.47713 -2.04 1.76 0.78 -0.240
C -0.05844 0.48625 0.56871 2.95 -2.52 2.05 0.161
N 1.12532 -0.93133 1.08188 0.36 1.89 -1.57 -0.677
O 1.98276 1.94624 0.80652 0.82 -0.82 -0.13 -0.726
O -0.09046 2.71164 1.02668 -0.87 0.83 0.27 -0.750
S 0.56218 -2.44409 0.68369 0.60 -1.01 -0.67 0.126
H -0.40514 0.04192 -4.77301 -0.86 0.19 1.50 0.197
H 1.58977 0.07778 -3.75181 1.62 -0.21 -0.37 0.198
H -2.52848 0.34695 -3.23436 -2.73 0.08 -1.63 0.188
H 1.89568 -0.00703 -1.05520 -1.74 0.32 -1.09 0.271
H -2.52072 0.70946 -1.05638 0.77 -0.06 0.76 0.215
H -0.37795 0.21809 3.62290 -0.50 2.44 2.43 0.200
H -0.74000 -1.37819 3.24145 0.00 0.16 -0.33 0.188
H -1.69897 -0.77687 1.08648 0.90 -0.03 0.54 0.202
H -1.92275 0.81662 1.65736 1.80 -0.94 0.63 0.240
H 1.67062 0.34246 2.71829 -0.02 -0.87 -0.84 0.220
H 1.51252 -1.34251 3.19364 0.86 -1.09 -0.11 0.190
H 1.62234 -3.00383 -0.07989 -0.90 0.83 0.77 0.084

31
Properties=species:S:1:pos:R:3:forces:R:3:lowdin_spin:R:1 method="wB97M-V/def2-TZVPD" orbital_gap_ev="5.42 / 5.98" energy_ha=-1026.10637 s2=6.032 e_homo_ev="-18.63 / -20.83" e_above_lowest_kj_mol=1.3 multiplicity=5 charge=+3 e_lumo_ev="-13.213 / -14.854"
O -1.33108 -4.92494 -1.94767 3.10 5.23 -2.64 0.001
C -0.91953 -3.95156 -2.41949 -4.15 -6.87 3.11 0.030
Ru 0.62476 -0.04051 -3.38491 -2.10 0.44 0.79 1.952
O 1.53724 -2.54251 -1.65854 -2.05 2.13 -2.12 0.124
C 0.92509 -1.77102 -2.28720 2.43 -1.64 2.54 0.189
C 2.05952 0.96839 -2.63304 5.64 3.32 2.94 0.120
O 2.93267 1.59226 -2.18361 -3.66 -2.49 -1.88 0.095
C -0.23624 1.59955 -4.26913 -3.56 3.90 -2.33 0.097
O -0.84931 2.43567 -4.78612 2.93 -3.52 2.18 0.049
C 0.95610 -1.25311 -4.80537 2.77 -5.39 -6.02 0.148
O 1.31858 -2.04940 -5.58777 -1.93 3.73 3.58 0.107
H -0.99298 -2.95232 -2.80099 0.71 0.90 -0.55 0.024
O -0.87668 0.01735 -0.88013 -0.91 -0.15 1.54 0.283
C -0.70319 0.04627 0.34729 4.00 0.64 -1.08 0.020
C 0.71534 0.11789 0.97550 -0.31 -0.93 -1.81 0.003
C 1.01212 1.40800 1.70443 -0.92 0.77 1.02 0.011
C 0.50902 1.37692 3.16657 0.90 -1.32 -0.03 0.015
C -0.99056 1.34756 3.29368 0.75 1.36 0.18 0.080
C -1.63912 0.07505 2.71212 -1.67 -0.19 -0.76 0.106
N -1.72027 0.04215 1.23688 -0.43 -0.32 2.27 0.470
H 0.80468 -0.75748 1.62619 0.20 0.06 0.10 -0.003
H 1.44338 -0.01761 0.13029 -0.75 0.04 0.73 0.001
H 2.07590 1.56313 1.70669 0.48 0.05 -0.09 0.002
H 0.55083 2.26990 1.19401 0.24 -0.19 0.03 0.001
H 0.93965 0.45356 3.67081 -0.37 1.05 -0.45 0.001
H 0.92445 2.23299 3.70147 -0.14 0.10 0.01 0.011
H -1.25961 1.40216 4.36154 -0.22 -0.38 -0.37 0.010
H -1.42590 2.23760 2.81153 -0.10 -0.34 0.10 0.001
H -1.10233 -0.80353 3.11402 0.20 0.07 -0.37 0.045
H -2.68108 0.02767 3.07247 0.41 -0.19 -0.33 0.000
H -2.60144 -0.15006 0.81847 -1.48 0.12 -0.32 0.008